No. 1
The following is a quantum chemistry calculation of one molecule with the formula C4H6N2S2, from the OMol25 dataset.

XYZ file:
```
14
Properties=species:S:1:pos:R:3:forces:R:3:mulliken_charge:R:1
C -1.66245 -0.44184 -0.04608 -2.3 4.1 1.8 -0.234
C -0.77365 0.70632 0.55176 1.8 1.0 0.6 -0.458
C 0.13834 1.44418 -0.49333 2.4 -0.6 1.3 -0.102
C 2.41415 -0.42447 0.30745 0.4 -1.0 1.2 -0.075
H -1.26886 -1.29066 -0.50156 1.0 -1.2 -0.6 0.304
H -1.31348 1.64158 1.04850 0.3 -2.3 -1.3 0.332
H -0.07306 0.36538 1.37517 -0.9 -0.1 -0.9 0.315
H -0.44124 1.93956 -1.21279 -0.4 0.9 -1.2 0.441
H 3.10206 1.43432 0.54054 -2.4 -1.4 0.0 0.318
H 3.37628 -0.63827 0.85854 -0.9 0.1 -0.7 0.245
N 1.44601 1.69029 -0.53279 -4.1 -1.9 0.5 -0.528
N 2.16238 0.89076 0.39472 3.5 3.0 -0.2 -0.067
S -3.29075 -0.19638 0.03072 1.4 -0.6 -0.3 -0.208
S 1.45708 -1.63015 -0.22201 0.3 0.1 -0.3 -0.283
```
Positions in Å, forces in eV/Å.

For the HOMO energy, the calculation gives -8.72 eV. As for the structure (SMILES): S=CC/C=N\NC=S. The value obtained for the lowest unoccupied orbital energy is -0.6 eV.

No. 2
The following is a quantum chemistry calculation of one molecule with the formula C4H6N2S2, from the OMol25 dataset.

XYZ file:
```
14
Properties=species:S:1:pos:R:3:forces:R:3:mulliken_charge:R:1
C 0.54673 -1.00682 -0.04556 -1.5 -0.3 0.2 0.646
C 0.32335 -2.31644 0.00834 0.5 -1.0 0.6 -0.971
C 1.35917 1.43355 -0.02143 -0.5 0.8 -1.0 -0.352
C -0.17003 1.27590 0.00397 -0.7 1.9 0.2 0.361
H -2.25018 -0.80117 1.21580 -0.2 0.0 0.2 0.172
H -0.68836 -2.69349 0.08352 0.0 0.1 -0.2 0.279
H 1.10291 -3.09200 0.17236 -0.4 1.0 -0.4 0.228
H 1.64572 2.01328 -0.95298 -0.3 -0.8 1.0 0.280
H 1.63676 2.05183 0.82727 0.2 -0.2 0.1 0.323
H -1.96967 2.05669 -0.02429 1.5 0.1 0.4 0.245
N -0.53238 -0.04878 -0.05482 0.2 -1.0 -0.4 -0.161
N -0.94768 2.30542 0.08285 0.1 -1.4 -0.5 -0.697
S -2.19029 -0.49688 -0.08633 0.9 0.0 -0.1 -0.212
S 2.09829 -0.23116 0.01196 0.1 0.7 0.0 -0.140
```
Positions in Å, forces in eV/Å.

For the HOMO energy, the calculation gives -8.50 eV. As for the structure (SMILES): [H]/N=C1/CSC(=C)N1S. The value obtained for the lowest unoccupied orbital energy is 0.5 eV.

No. 3
The following is a quantum chemistry calculation of a 2-piece molecular cluster, C4H6N3 overall, from the OMol25 dataset.

XYZ file:
```
13
Properties=species:S:1:pos:R:3:forces:R:3:mulliken_charge:R:1
C -1.31911 0.39762 0.04893 1.8 0.8 0.0 -0.217
C 0.59374 -0.96775 -0.16106 0.1 0.1 -1.4 0.560
C -0.84114 -1.05518 -0.03427 -2.9 -1.6 0.7 -0.550
C 0.87196 0.66657 -0.18688 0.1 0.4 1.1 0.449
N -0.36887 1.24625 -0.00122 -0.9 1.1 0.1 -0.357
N 1.34326 -0.34261 0.77414 0.4 0.7 3.6 -0.376
N 1.07115 -0.20230 -1.24839 0.6 -0.1 -2.6 -0.375
H -2.32611 0.71594 0.29332 -0.2 -0.2 -0.3 0.429
H -1.06548 -1.34932 1.04234 -0.3 -0.9 -1.6 0.299
H -1.33400 -1.56749 -0.93548 0.4 0.2 1.9 0.358
H 1.89629 2.80308 0.71470 0.0 -0.2 -0.1 0.131
H 0.97860 -0.30307 1.79187 0.6 0.0 -2.1 0.335
H 0.49970 -0.04174 -2.09802 0.3 -0.4 0.7 0.314
```
Positions in Å, forces in eV/Å.

For the HOMO energy (alpha / beta), the calculation gives -14.03 / -14.71 eV. As for the charge: +1. The value obtained for the lowest unoccupied orbital energy (alpha / beta) is -5.6 / -6.6 eV.

No. 4
The following is a quantum chemistry calculation of an isolated ion of composition C4H6N3 and charge +1, from the OMol25 dataset.

XYZ file:
```
13
Properties=species:S:1:pos:R:3:forces:R:3:mulliken_charge:R:1
C -2.24168 -0.22720 0.20687 -2.7 -0.1 0.0 0.011
C -2.25576 1.01528 -0.13602 3.6 0.5 0.7 -0.112
C -0.00506 -1.03950 -0.19718 -4.2 2.9 1.3 0.092
C 2.17966 0.06833 0.04267 0.2 0.5 -2.6 -0.867
N -1.23909 -1.18536 0.00386 0.3 -0.4 -0.4 -0.283
N 0.70293 0.24450 -0.11146 2.6 -1.5 -0.5 0.573
N 0.27499 1.33654 -0.18434 -3.9 1.9 -0.2 -0.645
H -3.30416 -0.59867 0.52611 1.9 0.2 -0.4 0.321
H -2.12428 2.07747 0.00797 -0.8 0.0 -0.4 0.380
H 0.51350 -1.89447 -0.18797 2.6 -2.8 -0.5 0.462
H 2.52162 -0.57742 -0.79034 -0.2 -0.4 1.0 0.361
H 2.67397 1.00858 -0.21815 -0.4 0.1 0.6 0.330
H 2.30337 -0.22808 1.03799 0.8 -0.8 1.3 0.379
```
Positions in Å, forces in eV/Å.

For the HOMO energy (alpha / beta), the calculation gives -14.18 / -14.01 eV. As for the charge: +1. The value obtained for the lowest unoccupied orbital energy (alpha / beta) is -6.2 / -6.4 eV.

No. 5
The following is a quantum chemistry calculation of a 2-piece molecular cluster, C4H6N3 overall, from the OMol25 dataset.

XYZ file:
```
13
Properties=species:S:1:pos:R:3:forces:R:3:mulliken_charge:R:1
C -0.18119 -2.24722 -0.77877 1.8 4.8 -1.3 -0.018
C 0.58961 0.56569 1.25018 -2.7 -0.6 1.0 -0.053
C -0.78604 0.74799 -0.55468 -2.7 -2.3 -0.3 -0.221
C 0.46512 0.04499 -0.90816 -1.8 -2.8 1.7 -0.451
N -0.66527 -3.17725 -0.34893 -1.2 -2.5 1.1 -0.318
N -0.64100 0.94769 0.89063 4.1 -1.2 -2.0 0.003
N 1.22178 0.02001 0.21306 3.4 1.1 0.2 0.032
H 0.86404 0.39893 2.31000 0.3 0.7 -0.8 0.366
H -1.07379 1.60528 -1.16246 0.3 0.3 0.2 0.371
H -1.64870 -0.05028 -0.65332 1.5 1.7 -0.2 0.315
H 0.87899 -0.18767 -1.81757 0.8 0.0 -2.1 0.474
H -1.30282 1.42827 1.39162 -1.7 1.1 1.9 0.166
H 2.27927 -0.09643 0.16840 -1.9 -0.3 0.4 0.331
```
Positions in Å, forces in eV/Å.

For the HOMO energy (alpha / beta), the calculation gives -14.05 / -14.05 eV. As for the charge: +1. The value obtained for the lowest unoccupied orbital energy (alpha / beta) is -6.4 / -6.4 eV.

No. 6
The following is a quantum chemistry calculation of a 2-piece molecular cluster, C4H6N3 overall, from the OMol25 dataset.

XYZ file:
```
13
Properties=species:S:1:pos:R:3:forces:R:3:mulliken_charge:R:1
C -2.56571 -0.41138 -0.09932 -1.8 -1.2 0.5 0.402
C -1.06200 1.62691 -0.19511 -1.6 1.3 0.0 -0.524
C -1.61844 0.46928 0.01791 0.5 -0.7 -0.2 -0.072
C 0.64154 -0.87738 0.16949 -0.3 -5.1 -0.7 0.503
N -3.48787 -1.21373 -0.06460 1.5 1.9 -1.0 -0.444
N 0.40270 -2.04589 -0.04986 0.0 3.8 1.2 -0.249
N 1.36066 0.18074 0.19373 -0.2 3.2 2.1 -0.435
H -0.14026 1.89733 0.24705 0.9 0.3 -0.1 0.120
H -1.57648 2.48182 -0.63525 -0.1 -0.2 0.1 0.278
H -3.37367 -2.20537 -0.08854 0.0 -0.8 0.6 0.290
H 0.67342 -2.97615 0.27009 0.1 0.4 -0.3 0.348
H 1.15418 1.09360 0.75991 0.1 -2.9 -0.5 0.431
H 1.59957 0.56350 -0.68395 0.8 -0.2 -1.7 0.351
```
Positions in Å, forces in eV/Å.

For the HOMO energy (alpha / beta), the calculation gives -12.89 / -12.89 eV. As for the charge: +1. The value obtained for the lowest unoccupied orbital energy (alpha / beta) is -4.8 / -4.8 eV.

No. 7
The following is a quantum chemistry calculation of an isolated ion of composition C4H6N3O and charge +1, from the OMol25 dataset.

XYZ file:
```
14
Properties=species:S:1:pos:R:3:forces:R:3:mulliken_spin:R:1
C -1.10748 -1.47711 0.36505 4.3 1.2 0.1 0.471
C -0.11984 0.49042 -0.20656 -1.8 1.3 -0.1 0.034
C -2.57424 0.36712 -0.23439 -1.2 0.1 -0.2 0.639
C 2.30635 0.27170 0.21502 -0.7 0.3 3.0 -0.010
N 0.68204 -1.50718 0.44359 -4.8 -2.3 0.5 0.596
N 0.89329 -0.30664 0.10143 2.3 0.5 0.4 0.097
N -1.43086 -0.25022 0.03928 3.1 -0.1 -0.6 -0.086
O -0.08198 1.61380 -0.55107 -0.3 1.3 -0.5 0.207
H -1.78951 -2.23807 0.62013 -0.3 -1.1 0.2 0.007
H -2.59588 1.39936 -0.64137 0.3 -1.0 0.5 0.022
H -3.42443 -0.29090 -0.09986 -0.3 0.6 -0.1 0.014
H 2.58527 0.65398 -0.75090 0.3 0.1 -0.1 0.002
H 2.27087 1.08072 1.07343 -0.2 -1.3 -2.1 0.007
H 2.94250 -0.51774 0.68178 -0.5 0.4 -1.1 0.000
```
Positions in Å, forces in eV/Å.

For the HOMO energy (alpha / beta), the calculation gives -13.24 / -16.42 eV. Its spin multiplicity is 3. As for the charge: +1. As for the expectation value of S²: 2.0322. The value obtained for the lowest unoccupied orbital energy (alpha / beta) is -4.9 / -6.8 eV.

No. 8
The following is a quantum chemistry calculation of a 2-piece molecular cluster, C4H6N3OS overall, from the OMol25 dataset.

XYZ file:
```
15
Properties=species:S:1:pos:R:3:forces:R:3:mulliken_charge:R:1
C -2.11969 -0.58873 1.48052 4.4 -0.7 -0.9 -0.395
C -1.24498 -1.44799 2.25705 -2.2 0.4 -0.1 -0.063
C -0.03163 -0.16857 0.71192 0.2 1.0 -1.9 0.575
C 0.82765 1.54320 -0.83299 0.1 -0.4 -1.4 0.186
N -1.34998 0.05152 0.59186 -0.9 0.6 0.2 -0.402
N 0.84501 0.43283 -0.11292 0.0 -2.3 0.9 -0.359
N 1.27407 1.51040 -2.07899 -0.4 -0.6 1.0 -0.286
O 1.56330 -0.85853 -1.63665 0.8 1.1 0.0 -0.530
S 0.35111 -1.46459 1.83543 0.4 1.1 -0.2 0.060
H -3.16433 -0.51030 1.32957 -0.9 -0.1 0.8 0.428
H -1.53348 -2.04800 3.07357 -0.5 -0.8 0.7 0.455
H 0.45834 2.40800 -0.29877 0.2 0.5 -0.3 0.410
H 1.45646 2.34938 -2.64567 -0.3 -0.7 0.6 0.232
H 1.44270 0.45827 -2.36847 -0.2 2.2 0.1 0.376
H 1.22544 -1.66688 -1.30547 -0.8 -1.5 0.6 0.315
```
Positions in Å, forces in eV/Å.

For the HOMO energy (alpha / beta), the calculation gives -13.34 / -14.55 eV. As for the charge: +1. The value obtained for the lowest unoccupied orbital energy (alpha / beta) is -5.9 / -6.7 eV.

No. 9
The following is a quantum chemistry calculation of one molecule with the formula C4H6N3P, from the OMol25 dataset.

XYZ file:
```
14
Properties=species:S:1:pos:R:3:forces:R:3:mulliken_charge:R:1
C -1.74781 -1.07652 0.37631 1.4 1.9 1.0 0.048
C -0.61923 1.65997 -1.25342 3.4 -5.5 3.9 -0.263
C -0.75386 0.03047 0.43210 0.9 -0.8 -1.4 0.396
C 0.59066 -0.52789 -0.25028 0.0 1.1 1.6 -0.396
N -2.46002 -1.93904 0.55893 -1.2 -1.6 -0.1 -0.411
N -1.26110 1.10567 -0.30221 -1.1 2.9 -2.3 -0.560
N 1.46430 -1.03805 0.78446 1.1 -0.1 1.4 -0.655
P 1.30070 0.79338 -1.50012 -2.5 0.0 1.0 -0.046
H -0.93527 2.40952 -1.82682 -1.5 3.0 -2.1 0.503
H -0.61711 0.36095 1.47674 0.1 -0.4 -0.3 0.263
H 0.28673 -1.41315 -0.78028 0.0 -0.1 -0.9 0.531
H 1.81479 -0.36918 1.48949 -0.2 0.1 -1.1 0.273
H 0.98749 -1.70658 1.39948 0.0 -0.1 -0.8 0.265
H 1.94973 1.71045 -0.60438 -0.3 -0.4 0.1 0.051
```
Positions in Å, forces in eV/Å.

For the HOMO energy, the calculation gives -9.19 eV. As for the structure (SMILES): N#C[C@@H]1N=CP[C@H]1N. The value obtained for the lowest unoccupied orbital energy is 0.6 eV.

The evaluated energy for the records listed, in turn: -1061.78490 -1061.86485 -319.71964 -319.77274 -319.87899 -319.84468 -395.08192 -793.32092 -661.54954 Ha.
The evaluated relative energy (zero: lowest compared OMol25 entry of this formula, charge and spin) for the records listed, in turn: 344.7 134.7 819.1 679.7 400.7 490.8 56.4 189.7 0.0 kJ/mol.